(1)
Here is a single C6H9NO molecule in a non-equilibrium geometry from the Open Molecules 2025 dataset. Energies are from wB97M-V/def2-TZVPD.

Atoms and positions in Å:
O 0.69548 1.46771 -2.68063
C 0.00308 1.38765 -1.67526
C -0.72858 0.06474 -1.41616
C -1.14959 0.01512 0.08499
C 0.12664 -0.17698 0.95098
C 1.15326 0.73562 0.94170
C -0.21986 -2.32003 2.09129
N 0.29421 -1.18165 1.80935
H -0.18472 2.22749 -0.92896
H 0.01781 -0.80133 -1.52886
H -1.61722 0.03696 -2.03688
H -1.92314 -0.82451 0.22756
H -1.53077 0.91176 0.54049
H 1.06152 1.61900 0.36516
H 1.99761 0.80271 1.57080
H -0.90858 -2.97591 1.72109
H 0.35440 -2.70300 2.98397

The SMILES is C=NC(=C)CCC=O. Its orbital gap is 8.9367 eV. The HOMO energy is -8.79 eV. The calculation puts the electronic energy at -9902.13330 eV.

Mulliken population analysis, charges in e, atoms 1 to 4:
1. O -0.513
2. C -0.147
3. C -0.290
4. C -0.735

(2)
Here is a molecular structure, C6H9NO in a non-equilibrium geometry from the Open Molecules 2025 dataset. Energies are from wB97M-V/def2-TZVPD.

Atoms and positions in Å:
C 0.84523 0.08197 -2.04625
C 1.08633 -0.35515 -0.18836
C 0.74548 -0.14880 1.31389
C -0.76222 -0.52178 1.17584
C -1.87886 0.46709 0.83950
C -0.03881 0.36974 -0.89273
H 0.96805 0.88917 -2.77962
H 0.80476 -0.97744 -2.36512
H 1.02695 -1.44513 -0.32821
H 0.89908 0.84675 1.49191
H 1.25084 -0.80934 2.04536
H -1.08434 -1.39544 1.75626
H -2.92880 0.12731 1.01514
H -1.64026 1.55075 1.04512
H -0.07902 1.42015 -0.64740
N -1.26132 -0.27920 -0.26795
O 2.04690 0.17936 -1.16738

Its orbital gap is 10.2467 eV. The HOMO energy is -9.08 eV. The calculation puts the electronic energy at -9901.07918 eV.

Mulliken population analysis, charges in e, atoms 1 to 4:
1. C -0.394
2. C -0.154
3. C -0.867
4. C -0.042

(3)
Here is a single C6H9NO molecule in a non-equilibrium geometry from the Open Molecules 2025 dataset. Energies are from wB97M-V/def2-TZVPD.

Atoms and positions in Å:
C 2.78609 0.03334 -0.01192
C -0.84586 -0.72687 -0.16098
C -0.97008 0.79124 0.05381
C 0.48118 -1.11042 0.49725
C 0.45197 1.30056 0.37344
C 1.33556 0.09342 0.25492
N 2.25248 0.13148 -1.24794
O 3.84152 -0.06267 0.53260
H -1.68739 -1.27599 0.25943
H -0.79744 -0.95026 -1.22868
H -1.37098 1.27550 -0.83545
H -1.64722 1.00758 0.87907
H 0.35893 -1.21216 1.58128
H 0.91069 -2.03490 0.11699
H 0.77368 2.10235 -0.28654
H 0.51355 1.66802 1.40184
H 2.27027 -0.61765 -1.91616

The SMILES is O=C1NC12CCCC2. Its orbital gap is 10.3913 eV. The HOMO energy is -9.56 eV. The calculation puts the electronic energy at -9903.99455 eV.

Mulliken population analysis, charges in e, atoms 1 to 4:
1. C 0.043
2. C -0.574
3. C -0.600
4. C -0.652

(4)
Here is a single C6H9NO molecule in a non-equilibrium geometry from the Open Molecules 2025 dataset. Energies are from wB97M-V/def2-TZVPD.

Atoms and positions in Å:
C 2.63854 0.19544 -0.27090
C 0.81492 -0.26200 1.30071
C 1.47611 -0.53524 -0.04752
C 0.06944 0.08536 0.02805
C -0.02515 1.56512 -0.23026
C -1.21812 -0.66808 -0.50628
N 3.52821 0.86352 -0.45809
O 1.50419 -1.92320 -0.29863
H 0.55061 -1.08402 1.84469
H 1.21985 0.53224 1.75949
H 1.00062 2.08211 -0.15920
H -0.69095 1.86951 0.49916
H -0.31262 1.90646 -1.20411
H -1.62426 -0.11644 -1.32162
H -2.03395 -0.68846 0.13120
H -0.86928 -1.66682 -0.91786
H 2.10479 -2.27397 0.35740

The SMILES is CC1(C)C[C@]1(O)C#N. Its orbital gap is 10.9152 eV. The HOMO energy is -10.22 eV. The calculation puts the electronic energy at -9903.22138 eV.

Mulliken population analysis, charges in e, atoms 1 to 4:
1. C 0.095
2. C -1.336
3. C 0.512
4. C 1.444

(5)
Here is a molecular structure, C6H9NO in a non-equilibrium geometry from the Open Molecules 2025 dataset. Energies are from wB97M-V/def2-TZVPD.

Atoms and positions in Å:
C 0.16768 -0.16342 1.48520
C -0.30519 -0.37659 0.07112
C 0.51778 -1.25594 -0.83365
C -0.33391 1.00438 -0.78352
C -0.12248 2.08414 -0.19610
C -1.88292 -0.75543 -0.14003
H 0.76755 -1.28228 1.85361
H 1.04551 0.95323 1.29740
H -0.75441 0.14519 2.32682
H 0.49412 -1.12053 -2.02519
H 0.14089 -2.41048 -0.86186
H 2.51358 -1.43827 -0.13660
H -0.55138 0.99455 -1.90425
H 0.16789 2.23808 0.86408
H -0.41484 2.93571 -0.85765
N -3.20030 -0.77426 0.00223
O 1.75044 -0.77809 -0.16162

Its orbital gap is 10.7764 eV. The HOMO energy is -10.35 eV. The calculation puts the electronic energy at -9897.70116 eV.

Mulliken population analysis, charges in e, atoms 1 to 4:
1. C -0.789
2. C 1.241
3. C -0.482
4. C -0.249

(6)
Here is a molecular structure, C6H9NO in a non-equilibrium geometry from the Open Molecules 2025 dataset. Energies are from wB97M-V/def2-TZVPD.

Atoms and positions in Å:
C 0.43006 0.55667 -0.44468
C -1.06871 0.68299 0.44964
C -0.68972 -0.77059 0.64377
C -0.13654 -0.80838 -1.00561
C 0.80927 -0.64847 1.35989
C 1.28136 0.38407 0.56792
H 0.08248 2.46240 -1.60916
H 1.71876 2.04261 -0.41513
H -1.82668 0.50858 -0.24867
H -1.53015 1.19512 1.46359
H -1.60597 -2.59922 0.02332
H -0.90785 -0.91531 -1.80378
H 0.75039 -1.43518 -1.12726
H 0.99178 -1.08311 2.24746
H 2.52894 0.49776 0.14766
N 0.88967 1.53345 -1.19247
O -1.71709 -1.60340 0.94352

Its orbital gap is 8.4344 eV. The HOMO energy is -8.50 eV. The calculation puts the electronic energy at -9895.11358 eV.

Mulliken population analysis, charges in e, atoms 1 to 4:
1. C 1.107
2. C -0.849
3. C 0.710
4. C -1.039

(7)
Here is a single C6H9NO molecule in a non-equilibrium geometry from the Open Molecules 2025 dataset. Energies are from wB97M-V/def2-TZVPD.

Atoms and positions in Å:
C -0.33992 0.22705 1.15943
C -1.67599 0.22425 1.81758
C 1.05540 0.57133 -0.78845
C -0.14171 0.91066 -0.08797
C -0.18965 -0.53979 -0.29847
N 1.29943 1.17943 -2.03414
C -0.52712 -1.79627 -0.55840
O 2.24658 0.18994 -0.16859
H 2.90490 0.83442 -0.46461
H 0.51551 0.03743 1.80706
H 0.46448 1.62849 -2.39430
H 1.67468 0.51764 -2.70539
H -2.48610 0.33464 1.09389
H -1.73547 1.06548 2.51575
H -1.82258 -0.69261 2.39662
H -1.13638 -2.37885 0.12178
H -0.10604 -2.31323 -1.41177

Its orbital gap is 8.3420 eV. The HOMO energy is -7.74 eV. The calculation puts the electronic energy at -9900.63414 eV.

Mulliken population analysis, charges in e, atoms 1 to 4:
1. C 0.255
2. C -1.402
3. C 0.834
4. C -0.802

(8)
Here is a single C6H9NO molecule from the Open Molecules 2025 dataset. Energies are from wB97M-V/def2-TZVPD.

Atoms and positions in Å:
C 2.26509 0.20442 0.40835
C 0.96440 -0.09271 -0.30191
C -0.10732 0.90766 -0.27163
C -0.31681 -0.35484 0.50132
C -2.32058 -1.52589 0.41771
C -0.68409 2.02770 -0.61133
O 1.16155 -0.86539 -1.44260
N -1.23374 -1.21646 -0.12872
H 0.30741 -1.27088 -1.65814
H -0.31595 -0.30157 1.58874
H 2.92573 0.74149 -0.27049
H 2.08862 0.81655 1.28998
H 2.75036 -0.72175 0.69835
H -2.62228 -1.21317 1.42132
H -2.99912 -2.16809 -0.12525
H -1.66637 2.29677 -0.25165
H -0.19691 2.73617 -1.26403

The SMILES is C=N[C@@H]1C(=C)[C@]1(C)O. Its orbital gap is 10.4099 eV. The HOMO energy is -9.43 eV. The calculation puts the electronic energy at -9902.76042 eV.

Mulliken population analysis, charges in e, atoms 1 to 4:
1. C -1.442
2. C 0.655
3. C 0.027
4. C -0.043

(9)
Here is a single C6H9NO molecule in a non-equilibrium geometry from the Open Molecules 2025 dataset. Energies are from wB97M-V/def2-TZVPD.

Atoms and positions in Å:
C -0.17258 -1.60820 1.51190
C 1.46310 -0.20477 0.11163
C 0.06679 0.37069 -0.14120
C -0.43944 0.57683 -1.59336
C -0.64288 1.06840 0.87752
C -1.16065 1.70556 1.76991
H 0.57701 -2.34184 1.84429
H -1.19885 -2.09508 1.42416
H -0.22541 -0.86084 2.39620
H 1.74529 -0.09124 1.15555
H 2.27811 -0.31166 -0.69578
H -1.48586 0.21258 -1.46134
H -0.54204 1.68637 -2.01846
H 0.23914 -1.00305 -2.06662
H -1.84495 2.25296 2.50244
N 0.34155 -1.14480 0.10506
O 0.42259 -0.11071 -2.37927

The SMILES is C#C[C@@]1(CO)CN1C. Its orbital gap is 10.2487 eV. The HOMO energy is -9.25 eV. The calculation puts the electronic energy at -9900.91497 eV.

Mulliken population analysis, charges in e, atoms 1 to 4:
1. C -0.844
2. C -0.572
3. C 1.214
4. C -0.587

(10)
Here is a single C6H9NO molecule in a non-equilibrium geometry from the Open Molecules 2025 dataset. Energies are from wB97M-V/def2-TZVPD.

Atoms and positions in Å:
C -1.51447 -1.50208 -0.10442
C -0.15676 -1.19321 -0.99660
C -0.80087 1.14847 -0.45487
C -1.87015 0.76340 0.56800
C 0.23530 0.07762 -0.51214
C 2.45395 -0.27474 0.63172
N -2.16810 -0.58846 0.40406
O 1.24729 0.44684 0.44279
H 0.50620 -2.03953 -0.77193
H -0.49405 -1.20614 -2.00822
H -1.14400 1.10862 -1.48371
H -0.36813 2.16330 -0.19558
H -1.49780 0.98406 1.64199
H -2.81432 1.44188 0.47688
H 2.77411 -0.75105 -0.30036
H 2.45644 -1.00911 1.50391
H 3.15535 0.43015 1.15847

Its orbital gap (spin up / spin down) is 7.9246 / 7.6150 eV. The HOMO energy (spin up / spin down) is -7.39 / -7.29 eV. The calculation puts the electronic energy at -9900.80995 eV.

Mulliken population analysis, charges in e, atoms 1 to 4:
1. C -0.158
2. C -0.294
3. C -0.558
4. C -0.372

(11)
Here is 2 unconnected molecules or ions with the total composition C6H9NO2S in a non-equilibrium geometry from the Open Molecules 2025 dataset. Energies are from wB97M-V/def2-TZVPD.

Atoms and positions in Å:
C 2.40755 0.76433 -0.74427
C 3.18985 0.02716 0.27442
C -2.95253 -0.31952 -0.01892
C -0.96455 0.65922 1.20887
C 0.28125 0.10625 -1.71195
C -1.47338 -0.59674 0.48258
N 1.39223 0.23525 -1.26417
O 4.28615 0.38224 0.61957
O 2.62260 -1.18470 0.67463
S -0.73931 -1.97966 0.05131
H 2.66979 1.71655 -1.11140
H -3.76861 -0.04779 0.71032
H -3.37689 -1.11354 -0.65478
H -2.77583 0.58276 -0.55711
H -1.70427 1.11853 1.85188
H -0.66520 1.35162 0.42362
H -0.07666 0.35836 1.64548
H -0.07262 -0.59530 -2.41838
H 1.72044 -1.46502 0.53831

Its orbital gap is 8.1328 eV. The HOMO energy is -8.62 eV. The calculation puts the electronic energy at -22784.61416 eV.

Mulliken population analysis, charges in e, atoms 1 to 4:
1. C -0.132
2. C 0.363
3. C -1.138
4. C -1.210

(12)
Here is a single C6H9NO2Se molecule in a non-equilibrium geometry from the Open Molecules 2025 dataset. Energies are from wB97M-V/def2-TZVPD.

Atoms and positions in Å:
C 1.40739 -1.26768 0.02426
C -1.49963 0.39542 -0.23760
C 1.76840 0.10782 -0.38908
C -0.48569 1.56156 -0.41912
C 0.81378 1.14038 0.21045
C 2.12893 -2.30764 0.37536
N -2.76662 0.49297 0.01863
O -3.47690 -0.75871 0.10995
O -3.32005 1.61425 0.03390
Se -0.66614 -1.44438 -0.21311
H 2.86849 0.31589 -0.02126
H 1.60896 0.02932 -1.54622
H -0.31060 1.83344 -1.46392
H -0.96232 2.35949 0.09916
H 0.54179 0.54753 1.11611
H 1.33744 1.92046 0.57629
H 1.89408 -3.30183 0.46175
H 3.17686 -2.27689 0.39555
H -4.05818 -0.96141 0.86891

The SMILES is C=C1CCC/C(=[N+](\[O-])O)[Se]1. Its orbital gap is 8.6597 eV. The HOMO energy is -8.08 eV. The calculation puts the electronic energy at -77293.10434 eV.

Mulliken population analysis, charges in e, atoms 1 to 4:
1. C 0.156
2. C -0.234
3. C -0.057
4. C -0.241